1.
Molecular formula: C19H69F3N30O18
Method: DFT, the ωB97M-V functional and the def2-TZVPD basis

The geometry in XYZ format:
```
139
C19H69F3N30O18, DFT the ωB97M-V functional and the def2-TZVPD basis
O -3.63 0.98 2.71
H -2.74 1.46 2.40
H -4.32 1.68 2.74
H -3.52 0.79 3.70
C -0.17 1.10 1.71
O -0.48 0.67 0.35
O -1.23 1.83 2.12
C 0.16 -0.16 2.54
F 0.73 -1.15 1.82
F 0.95 0.07 3.60
F -0.97 -0.75 3.05
C 0.63 0.41 -0.51
C 0.23 0.68 -1.97
H 0.02 1.73 -2.13
H 1.01 0.33 -2.63
H -0.72 0.17 -2.10
H 0.99 -0.61 -0.45
H 1.45 1.08 -0.26
H 0.68 1.78 1.62
C -4.51 1.49 -1.84
O -4.92 2.66 -1.81
N -5.19 0.43 -2.36
N -3.15 1.23 -1.72
H -6.17 0.62 -2.51
H -4.90 -0.54 -2.26
H -2.70 1.87 -1.07
H -2.68 0.34 -1.76
C -2.51 5.07 4.16
O -2.79 6.20 4.51
N -1.79 4.80 3.02
N -3.00 3.94 4.80
H -1.41 5.62 2.58
H -1.38 3.95 2.67
H -2.61 3.04 4.62
H -3.92 3.96 5.20
C -2.24 -2.78 0.40
O -2.38 -3.97 0.71
N -3.02 -1.73 0.84
N -1.07 -2.26 -0.09
H -2.84 -0.81 0.48
H -3.80 -1.90 1.45
H -0.89 -1.28 0.03
H -0.32 -2.79 -0.49
C -5.12 -2.56 3.86
O -5.25 -1.61 3.07
N -6.21 -3.09 4.52
N -3.91 -3.09 4.21
H -7.12 -2.73 4.27
H -6.04 -3.78 5.21
H -3.04 -2.67 3.95
H -3.98 -3.93 4.75
C 0.22 -5.01 4.29
O 0.92 -5.96 4.70
N -0.79 -5.23 3.38
N 0.50 -3.70 4.62
H -1.30 -4.51 2.90
H -0.75 -6.15 2.99
H 0.01 -2.98 4.12
H 1.15 -3.53 5.36
C 4.85 1.53 1.05
O 3.69 1.21 0.68
N 5.89 1.79 0.15
N 5.34 1.39 2.37
H 6.84 1.81 0.43
H 5.63 1.80 -0.84
H 4.60 1.61 3.02
H 6.30 1.58 2.55
C 4.17 2.90 -2.65
O 5.32 2.46 -2.49
N 3.22 2.89 -1.67
N 3.57 3.30 -3.84
H 3.41 2.31 -0.83
H 2.26 3.24 -1.69
H 4.01 2.80 -4.60
H 2.61 3.57 -3.72
C 0.66 -3.14 -3.11
O 0.97 -2.60 -2.01
N 0.24 -4.44 -3.20
N 0.67 -2.39 -4.27
H -0.10 -4.76 -4.09
H 0.04 -5.01 -2.40
H 0.55 -2.89 -5.14
H 0.98 -1.44 -4.34
C -0.02 4.94 -2.92
O 1.00 4.23 -2.90
N -0.02 6.28 -3.30
N -1.22 4.55 -2.37
H 0.86 6.61 -3.64
H -0.93 6.64 -3.51
H -1.97 5.19 -2.50
H -1.25 3.76 -1.73
C 4.57 -1.22 -4.45
O 5.25 -2.20 -4.23
N 4.22 -0.28 -3.47
N 4.14 -0.80 -5.72
H 3.39 0.25 -3.62
H 4.78 -0.14 -2.66
H 3.64 0.06 -5.75
H 4.61 -1.10 -6.55
C 4.42 -2.48 -0.70
O 4.42 -3.63 -1.16
N 5.63 -1.90 -0.31
N 3.38 -1.58 -0.66
H 5.67 -0.99 0.11
H 6.42 -2.53 -0.27
H 3.50 -0.65 -0.29
H 2.55 -1.75 -1.20
C 4.51 -1.70 3.29
O 4.39 -1.06 4.33
N 3.45 -2.24 2.59
N 5.73 -2.16 2.79
H 2.58 -1.78 2.79
H 3.58 -2.72 1.72
H 6.51 -1.69 3.23
H 5.85 -2.42 1.81
C -3.11 -2.05 -4.02
O -4.14 -1.61 -3.51
N -2.03 -1.29 -4.38
N -3.07 -3.36 -4.42
H -2.07 -0.29 -4.41
H -1.16 -1.83 -4.53
H -3.98 -3.80 -4.35
H -2.31 -3.89 -4.78
C -2.92 3.00 -5.19
O -2.62 3.41 -6.31
N -2.09 3.18 -4.11
N -4.11 2.40 -4.84
H -2.26 2.91 -3.16
H -1.29 3.77 -4.28
H -4.34 2.39 -3.86
H -4.78 2.11 -5.52
C -1.87 0.33 5.99
O -2.86 0.61 5.28
N -0.67 0.96 5.74
N -1.82 -0.64 6.96
H -0.55 1.60 4.98
H 0.15 0.50 6.11
H -0.94 -1.01 7.25
H -2.66 -1.19 7.10
```

- Orbital gap: 0.339 Ha
- ΔE to the lowest compared entry with this formula, charge and spin: 0.0 kJ/mol
- Charge: 0
- E: -110546.4032 eV
- HOMO energy: -9.3 eV



2.
Molecular formula: C19H70N6O16
Method: DFT, the ωB97M-V functional and the def2-TZVPD basis

The geometry in XYZ format:
```
111
C19H70N6O16, DFT the ωB97M-V functional and the def2-TZVPD basis
C -0.71 -2.60 -4.58
C -1.41 -1.65 -3.55
O -1.17 -0.31 -4.09
H -0.82 -3.60 -4.25
H 0.37 -2.40 -4.83
H -1.34 -2.49 -5.47
H -0.93 -1.78 -2.61
H -2.45 -1.87 -3.41
H -1.56 0.28 -3.55
C 0.89 3.53 2.08
C -0.54 3.70 2.44
O -0.66 4.37 3.72
H 1.01 3.07 1.12
H 1.29 2.83 2.83
H 1.48 4.42 1.98
H -1.12 2.81 2.48
H -1.08 4.27 1.73
H -0.19 5.20 3.59
C -0.35 0.43 -0.13
C 0.52 -0.20 0.96
O 1.56 -0.68 0.21
H -1.26 0.85 0.24
H -0.58 -0.31 -0.94
H 0.20 1.22 -0.60
H -0.05 -0.99 1.40
H 0.76 0.53 1.80
H 1.27 -1.46 -0.33
C -3.23 4.12 -0.63
O -4.53 4.08 -0.04
N -2.29 3.21 -0.42
N -2.90 5.17 -1.35
H -2.52 2.36 0.27
H -1.29 3.34 -0.66
H -3.66 5.71 -1.70
H -1.95 5.24 -1.70
C 4.27 1.25 -0.94
O 4.12 0.33 -2.00
N 5.34 2.02 -0.88
N 3.48 1.31 0.10
H 5.92 2.07 -1.74
H 5.53 2.67 -0.07
H 2.76 0.65 0.29
H 3.88 1.77 0.92
C -2.45 -2.61 1.48
O -2.66 -1.46 2.12
N -2.58 -2.79 0.17
N -1.87 -3.65 2.05
H -2.83 -1.97 -0.33
H -2.43 -3.64 -0.34
H -1.69 -3.49 3.00
H -1.83 -4.58 1.68
C 3.39 1.02 3.39
O 2.23 0.31 3.68
H 4.20 0.75 4.09
H 3.41 2.07 3.50
H 3.80 0.72 2.41
H 2.48 -0.56 3.93
C -0.84 0.60 4.44
O -1.21 0.20 5.72
H -1.66 0.71 3.77
H -0.18 -0.10 4.05
H -0.27 1.53 4.34
H -2.13 0.44 5.69
C 4.23 -2.60 0.16
O 5.44 -2.94 0.74
H 3.39 -3.25 0.44
H 4.33 -3.07 -0.85
H 3.96 -1.60 0.01
H 5.61 -3.84 0.59
C -3.27 2.06 -3.41
O -2.14 1.72 -2.60
H -3.23 1.66 -4.39
H -3.47 3.15 -3.48
H -4.06 1.55 -2.92
H -2.11 2.30 -1.80
C 1.76 -2.50 3.23
O 2.43 -2.26 4.40
H 1.22 -3.44 3.29
H 2.42 -2.47 2.42
H 0.98 -1.74 3.11
H 1.85 -2.60 5.06
C 0.40 -4.00 -0.89
O 0.43 -3.27 0.32
H 0.56 -3.35 -1.81
H -0.52 -4.50 -0.88
H 1.21 -4.72 -0.85
H -0.49 -3.23 0.67
C -4.15 1.44 2.30
O -3.19 1.28 1.33
H -3.59 1.45 3.22
H -4.77 0.64 2.40
H -4.75 2.20 2.04
H -2.74 0.44 1.57
C 1.50 1.30 -3.09
O 1.47 0.74 -4.36
H 2.28 2.07 -3.01
H 1.73 0.51 -2.41
H 0.51 1.66 -2.81
H 0.57 0.51 -4.67
C -4.64 -0.01 -1.11
O -3.33 -0.57 -1.22
H -5.04 -0.03 -2.10
H -4.54 1.04 -0.93
H -5.07 -0.58 -0.34
H -2.74 -0.18 -1.89
C 3.03 -2.56 -3.42
O 2.98 -3.80 -4.12
H 4.02 -2.24 -3.28
H 2.54 -2.82 -2.54
H 2.44 -1.72 -3.85
H 3.64 -3.79 -4.83
```

- Orbital gap: 0.321 Ha
- ΔE to the lowest compared entry with this formula, charge and spin: 71.0 kJ/mol
- Charge: 0
- E: -62531.1790 eV
- HOMO energy: -8.6 eV